1.
{
  "formula": "C4H14N3",
  "method": "ωB97M-V/def2-TZVPD",
  "e_lumo_ev": -3.06,
  "charge": 1,
  "max_force_ev_per_a": 1.9,
  "de_lowest_ev": 0.255,
  "energy_ev": -8839.768,
  "homo_lumo_gap_ev": 11.84,
  "symbols": ["H", "H", "C", "H", "H", "H", "H", "H", "H", "H", "N", "C", "H", "N", "N", "C", "H", "H", "C", "H", "H"],
  "positions_angstrom": [[-1.24, -2.53, 0.57], [-1.16, -1.02, -0.32], [0.63, 1.06, -1.13], [3.10, 0.39, 0.47], [1.19, -0.80, -1.66], [-2.49, -0.13, 1.91], [1.98, -0.06, 1.64], [-0.69, 2.06, -2.32], [0.84, 1.72, 0.74], [0.49, 0.08, -2.94], [-0.04, 2.13, -1.56], [-1.67, -0.84, 1.80], [-2.75, -1.69, 0.13], [0.80, 0.06, -1.99], [1.13, 0.99, 0.09], [-1.71, -1.56, 0.44], [2.05, -0.97, 0.06], [-0.77, -0.23, 1.87], [2.07, -0.01, 0.55], [-1.66, -1.57, 2.60], [-0.12, 2.93, -0.95]],
  "lowdin_charge": [0.066, 0.023, -0.456, 0.105, 0.110, 0.067, 0.102, 0.135, 0.167, 0.139, 0.213, -0.150, 0.068, 0.219, 0.053, -0.149, 0.090, 0.028, -0.028, 0.069, 0.131]
}

***

2.
{
  "formula": "C3H2N2O2",
  "method": "ωB97M-V/def2-TZVPD",
  "e_lumo_ev": -1.04,
  "max_force_ev_per_a": 4.6,
  "de_lowest_ev": 3.638,
  "energy_ev": -10214.551,
  "smiles": "[H]/N=C(/C#N)OC=O",
  "homo_lumo_gap_ev": 9.76,
  "symbols": ["C", "C", "O", "N", "H", "H", "C", "N", "O"],
  "positions_angstrom": [[-1.01, -0.43, 0.12], [1.39, 0.42, -0.18], [0.46, -0.57, -0.54], [0.03, 1.75, 0.39], [-1.83, -2.15, -0.12], [1.80, 0.42, 0.85], [-0.82, 0.96, 0.45], [-2.00, -1.19, 0.20], [1.99, 0.78, -1.16]],
  "lowdin_charge": [-0.244, -0.470, -0.027, 0.217, 0.094, 0.158, -0.045, 0.202, 0.115]
}

***

3.
{
  "formula": "C7H8F3N",
  "method": "ωB97M-V/def2-TZVPD",
  "e_lumo_ev": 0.63,
  "max_force_ev_per_a": 6.2,
  "de_lowest_ev": 0.445,
  "energy_ev": -17029.162,
  "smiles": "N[C@]1(C(F)(F)F)C=CC=CC1",
  "homo_lumo_gap_ev": 9.56,
  "symbols": ["F", "F", "C", "C", "C", "H", "C", "N", "C", "H", "H", "H", "C", "H", "H", "C", "H", "F", "H"],
  "positions_angstrom": [[-2.81, 0.16, -1.06], [-1.87, -1.49, 0.00], [-2.05, -0.17, 0.01], [1.29, -0.73, 1.28], [0.13, -0.07, 1.35], [-0.42, 0.17, 2.34], [0.29, -0.04, -1.29], [-0.79, 1.84, 0.27], [-0.58, 0.51, 0.22], [3.00, -1.55, 0.07], [-0.34, 2.52, 1.00], [2.09, -1.00, -1.95], [1.60, -0.70, -1.11], [-0.62, 2.31, -0.62], [-0.40, -0.81, -1.86], [2.06, -1.03, 0.08], [1.89, -0.99, 2.13], [-2.86, 0.13, 1.04], [0.40, 0.95, -1.89]],
  "lowdin_charge": [0.127, 0.131, -0.566, -0.065, -0.056, 0.151, -0.038, 0.069, -0.412, 0.105, 0.159, 0.070, -0.130, 0.083, 0.143, -0.100, 0.094, 0.114, 0.120]
}

***

4.
{
  "formula": "C13H16Cl2IN4OSSm",
  "method": "ωB97M-V/def2-TZVPD",
  "e_lumo_ev": [-7.39, -6.15],
  "charge": 2,
  "max_force_ev_per_a": 0.7,
  "energy_ev": -83620.695,
  "multiplicity": 6,
  "homo_lumo_gap_ev": [6.76, 8.00],
  "symbols": ["S", "N", "Cl", "H", "I", "H", "H", "C", "H", "H", "O", "H", "C", "C", "H", "C", "C", "Cl", "H", "H", "C", "N", "C", "C", "H", "C", "C", "H", "Sm", "H", "H", "C", "C", "H", "N", "N", "C", "H", "H"],
  "positions_angstrom": [[1.98, -2.80, -2.96], [1.68, 2.48, -0.38], [3.12, -0.87, 0.19], [-0.30, -4.96, 1.18], [4.82, 4.74, -2.14], [-4.01, -0.23, 0.66], [-1.61, 2.49, 0.03], [-0.12, -2.90, 0.64], [2.98, 1.88, -1.91], [-1.77, 0.19, 1.71], [-1.24, 1.71, 0.47], [0.91, -2.82, 0.96], [-1.95, -1.85, -0.33], [-2.31, 0.94, 1.13], [3.85, 0.38, 2.06], [3.09, -0.38, 1.91], [-3.24, 0.33, 0.11], [1.49, 0.32, 2.37], [-1.80, -0.04, -1.49], [-3.78, 1.11, -0.42], [2.51, 4.53, -0.10], [-0.68, -1.80, 0.13], [-2.55, -0.59, -0.90], [-2.10, -4.15, 0.31], [-2.67, -5.08, 0.37], [2.70, 2.66, -1.23], [1.33, -1.40, -2.69], [0.89, 3.75, 1.02], [0.56, 0.27, -0.36], [3.23, -1.27, 2.50], [-3.27, -0.87, -1.68], [3.26, 3.94, -1.10], [-0.79, -4.10, 0.75], [2.56, 5.51, 0.34], [0.85, -0.33, -2.42], [1.58, 3.65, 0.29], [-2.69, -3.02, -0.24], [-2.81, 1.59, 1.84], [-3.70, -3.04, -0.62]],
  "mulliken_spin": [-0.011, -0.006, -0.002, 0.000, 0.000, 0.000, -0.001, -0.001, -0.001, 0.000, -0.001, 0.000, -0.001, 0.000, 0.000, 0.002, 0.000, -0.002, 0.000, 0.000, -0.001, -0.018, -0.001, 0.001, 0.000, 0.002, 0.002, 0.000, 5.058, 0.000, 0.000, 0.000, -0.001, 0.000, -0.016, -0.001, -0.001, 0.000, 0.000]
}

***

5.
{
  "formula": "C38H45AsIN7O5P2Se2W",
  "method": "ωB97M-V/def2-TZVPD",
  "e_lumo_ev": [-7.04, -7.22],
  "charge": 2,
  "max_force_ev_per_a": 4.5,
  "de_lowest_ev": 4.259,
  "energy_ev": -280824.785,
  "homo_lumo_gap_ev": [4.89, 4.72],
  "symbols": ["H", "H", "N", "H", "H", "H", "H", "H", "H", "C", "C", "O", "H", "H", "C", "C", "O", "N", "H", "O", "C", "H", "H", "N", "H", "C", "H", "C", "P", "P", "H", "H", "C", "H", "C", "C", "H", "C", "H", "H", "C", "C", "H", "N", "C", "H", "C", "C", "H", "H", "C", "C", "H", "C", "H", "H", "C", "H", "Se", "H", "O", "C", "C", "C", "O", "C", "C", "C", "C", "H", "H", "H", "N", "N", "C", "H", "H", "C", "H", "H", "H", "H", "W", "C", "H", "C", "Se", "C", "H", "C", "C", "C", "C", "H", "C", "As", "C", "H", "H", "H", "I", "N"],
  "positions_angstrom": [[-6.15, 2.11, 2.65], [-4.15, -0.18, -3.34], [-0.58, -0.16, -0.55], [7.37, 0.13, -0.88], [2.73, 2.06, 1.46], [-2.28, 2.29, -1.50], [3.38, -2.75, -4.54], [5.57, -0.56, -2.43], [-5.78, 1.52, -2.26], [3.43, -5.35, -1.68], [-0.39, 4.02, -1.48], [-3.11, -0.73, -0.19], [-1.66, 5.68, -1.92], [0.20, 1.39, -3.57], [3.13, -3.10, -2.43], [-3.20, -3.15, 3.81], [-2.69, 1.65, -0.89], [-3.67, -2.56, 1.72], [6.40, 3.61, -0.08], [-5.30, -0.45, -0.32], [5.40, -0.51, -1.36], [3.45, -6.08, -0.89], [-2.11, -1.23, 4.22], [-0.04, -0.46, 4.55], [-3.06, 1.20, -3.61], [0.05, -4.17, 1.59], [-3.59, 0.61, 4.45], [-3.34, 0.41, -2.91], [2.88, -1.33, -2.08], [1.07, 1.89, -0.70], [-4.62, 2.86, -2.36], [-0.01, -0.43, 5.56], [-3.89, -3.52, 2.67], [-4.34, 3.83, 2.41], [-2.63, -1.90, 3.55], [-5.78, 1.21, 2.13], [4.70, -0.39, 2.42], [-0.22, 2.32, -3.20], [-2.51, 2.00, 4.10], [0.92, -2.32, 4.77], [3.37, 2.34, 0.63], [3.88, -0.80, 0.50], [-5.29, 2.37, -0.79], [0.45, -1.71, 4.12], [4.14, -0.84, -0.87], [3.94, -6.77, -3.20], [6.39, -0.13, -0.49], [3.15, -4.02, -1.39], [-6.28, 1.12, 1.16], [3.89, -5.11, -5.03], [4.89, -0.42, 1.36], [0.13, 2.81, -1.94], [-4.25, 2.25, 4.32], [5.41, 3.22, -0.25], [-6.03, 0.33, 2.73], [-2.31, 4.81, -4.14], [4.65, 2.80, 0.83], [0.67, -5.07, 1.54], [2.85, -0.11, -3.82], [6.91, 0.23, 1.55], [-0.36, -1.50, 1.98], [3.70, -5.74, -2.99], [0.14, -2.20, 2.91], [3.39, -3.49, -3.74], [0.48, -3.47, 2.76], [3.59, 2.73, -1.75], [-1.62, 4.26, -3.53], [-3.81, 1.02, -1.59], [-4.95, 2.01, -1.76], [5.47, 3.53, -2.37], [-3.99, 3.63, 0.67], [-2.66, 3.64, 1.85], [0.43, -2.05, -0.98], [-2.92, -1.50, 2.26], [3.68, -4.81, -4.02], [3.16, 2.74, -2.74], [2.96, -3.71, -0.37], [0.68, 0.16, -0.99], [0.17, -3.57, 0.69], [-2.49, -0.24, -2.74], [5.04, 2.86, 1.84], [-4.50, -4.37, 2.47], [-1.85, -0.16, 1.05], [-4.18, -0.13, -0.65], [-1.00, -4.47, 1.71], [-1.08, 3.07, -3.99], [-0.54, 1.50, 2.05], [2.84, 2.28, -0.66], [2.90, -1.06, 0.87], [-1.26, 4.75, -2.28], [-3.50, 1.56, 3.92], [-3.69, 3.33, 1.68], [6.14, -0.08, 0.87], [0.51, 0.32, 4.18], [4.88, 3.18, -1.53], [-3.78, 1.35, 1.96], [1.31, -1.08, -1.24], [-4.32, -2.35, 0.96], [-1.33, 2.72, -4.98], [-0.11, 4.37, -0.50], [-2.99, -4.25, 5.58], [-0.69, -1.51, -0.57]],
  "lowdin_charge": [0.050, 0.110, -0.221, 0.117, 0.081, 0.082, 0.054, 0.098, 0.107, -0.072, -0.106, -0.287, 0.114, 0.070, -0.341, -0.718, -0.118, 0.070, 0.117, 0.121, -0.080, 0.106, 0.088, 0.037, 0.084, 0.007, 0.020, 0.026, 0.589, 1.090, 0.099, 0.118, -0.063, 0.047, -0.170, -0.213, 0.108, -0.086, 0.001, 0.180, -0.126, -0.105, 0.076, 0.060, -0.345, 0.112, -0.054, -0.089, 0.020, 0.114, -0.092, -0.370, 0.046, -0.055, 0.042, 0.116, -0.079, 0.109, 0.377, 0.114, -0.192, -0.059, -0.509, -0.098, 0.015, -0.099, -0.060, -0.487, 0.018, 0.116, 0.023, 0.007, 0.058, -0.165, -0.057, 0.078, 0.097, -0.403, 0.061, 0.093, 0.115, 0.139, 1.271, -0.566, 0.097, -0.074, 0.449, -0.368, 0.097, -0.066, -0.279, -0.242, -0.073, 0.034, -0.053, 1.063, -0.399, 0.154, 0.119, 0.106, 0.948, -0.095]
}

***

6.
{
  "formula": "C3H4INO",
  "method": "ωB97M-V/def2-TZVPD",
  "e_lumo_ev": [-0.17, -0.92],
  "max_force_ev_per_a": 4.6,
  "de_lowest_ev": 5.006,
  "energy_ev": -14808.407,
  "homo_lumo_gap_ev": [8.00, 6.97],
  "symbols": ["C", "C", "I", "H", "H", "N", "O", "C", "H", "H"],
  "positions_angstrom": [[1.51, 0.50, -0.14], [-1.12, -0.65, 0.12], [-4.11, 0.08, -0.03], [0.82, 1.22, -0.16], [2.53, 0.71, -0.16], [0.03, -1.38, 0.05], [1.21, -0.76, -0.10], [-2.39, -1.08, 0.06], [-2.60, -2.14, 0.25], [-0.89, 0.49, 0.23]],
  "lowdin_charge": [0.029, -0.316, 0.781, 0.026, 0.067, 0.019, -0.091, -0.665, 0.037, 0.112]
}

***

- Which formula does entry 3 have?
  C7H8F3N